(1)
{"formula": "C24H46O30S8", "method": "ωB97M-V with the def2-TZVPD basis set", "species": ["C", "C", "O", "S", "O", "O", "O", "H", "H", "H", "H", "C", "C", "O", "S", "O", "O", "O", "H", "H", "H", "H", "C", "C", "O", "S", "O", "O", "O", "H", "H", "H", "H", "C", "C", "O", "S", "O", "O", "O", "H", "H", "H", "H", "C", "C", "O", "S", "O", "O", "O", "H", "H", "H", "H", "C", "C", "O", "S", "O", "O", "O", "H", "H", "H", "H", "O", "S", "O", "O", "C", "C", "C", "H", "H", "H", "H", "H", "H", "H", "H", "O", "S", "O", "O", "C", "C", "C", "H", "H", "H", "H", "H", "H", "H", "H", "C", "C", "C", "C", "C", "C", "H", "H", "H", "H", "H", "H"], "coordinates": [[-2.65, -3.99, -1.98], [-1.61, -3.60, -3.11], [-0.43, -4.35, -2.79], [-0.46, -4.98, -1.27], [0.07, -4.00, -0.34], [0.01, -6.35, -1.15], [-2.06, -4.95, -1.12], [-3.59, -4.23, -2.48], [-2.87, -3.04, -1.50], [-1.45, -2.57, -3.42], [-2.08, -3.95, -4.03], [3.37, -1.06, 1.66], [4.71, -0.91, 2.35], [4.35, -0.56, 3.69], [2.71, -0.24, 4.04], [2.57, 1.07, 4.73], [1.93, -1.32, 4.59], [2.47, -0.27, 2.40], [3.19, -2.13, 1.78], [3.39, -0.70, 0.63], [5.35, -0.13, 1.93], [5.20, -1.88, 2.33], [-2.71, 0.83, -2.58], [-1.69, 1.95, -2.41], [-0.96, 1.94, -3.61], [-1.34, 0.64, -4.65], [-0.16, -0.04, -5.18], [-2.41, 1.07, -5.57], [-2.05, -0.14, -3.37], [-3.56, 1.02, -3.23], [-3.13, 0.34, -1.69], [-1.06, 1.73, -1.56], [-2.16, 2.91, -2.21], [-5.39, 0.08, 3.54], [-4.45, -1.08, 3.32], [-3.15, -0.53, 3.18], [-3.31, 0.83, 2.25], [-3.34, 0.37, 0.87], [-2.40, 1.83, 2.63], [-4.84, 1.15, 2.88], [-5.40, 0.31, 4.60], [-6.31, -0.25, 3.05], [-4.52, -1.51, 2.32], [-4.44, -1.87, 4.07], [1.98, 5.21, 4.11], [2.46, 3.98, 3.38], [2.17, 4.42, 2.06], [0.72, 5.10, 2.03], [-0.38, 4.19, 2.33], [0.54, 5.95, 0.79], [1.12, 6.01, 3.29], [2.81, 5.91, 4.25], [1.59, 5.11, 5.11], [1.79, 3.16, 3.60], [3.53, 3.76, 3.46], [2.33, -3.57, -4.77], [3.01, -4.50, -3.78], [4.09, -3.82, -3.23], [3.55, -2.32, -2.77], [4.55, -1.28, -2.98], [2.88, -2.36, -1.52], [2.39, -2.30, -4.05], [1.29, -3.87, -4.90], [2.93, -3.43, -5.67], [3.09, -5.45, -4.31], [2.16, -4.85, -3.20], [0.55, 8.74, -3.05], [-0.62, 7.92, -2.70], [-1.85, 7.99, -3.43], [-0.20, 6.34, -2.62], [1.15, 5.91, -2.29], [1.12, 4.44, -2.39], [-1.00, 8.22, -0.94], [1.73, 6.44, -1.53], [1.77, 6.20, -3.14], [2.06, 3.90, -2.54], [0.65, 4.15, -3.33], [0.63, 4.04, -1.51], [-0.15, 7.96, -0.32], [-1.78, 7.49, -0.70], [-1.35, 9.24, -0.81], [-2.90, -3.31, 1.46], [-2.23, -3.80, 2.64], [-2.77, -4.02, 3.96], [-1.43, -5.21, 2.20], [-0.52, -5.78, 3.09], [-0.61, -7.28, 2.77], [-0.68, -2.82, 2.88], [-0.95, -5.59, 4.07], [0.46, -5.33, 2.94], [0.10, -7.88, 3.35], [-0.29, -7.74, 1.84], [-1.62, -7.66, 2.94], [-0.99, -1.77, 2.80], [0.07, -2.93, 2.10], [-0.30, -2.99, 3.89], [1.46, 1.10, -1.33], [1.11, -0.04, -1.97], [0.23, -0.93, -1.40], [-0.11, -0.72, -0.04], [0.32, 0.41, 0.62], [1.14, 1.35, 0.02], [1.93, 1.85, -1.96], [1.38, -0.03, -3.01], [-0.19, -1.80, -1.87], [-0.75, -1.48, 0.37], [0.03, 0.62, 1.64], [1.44, 2.29, 0.46]], "spin_multiplicity": 2, "lumo_ha": [-0.1357, -0.2915], "charge": 1, "e_homo_ev": [-12.6, -12.6], "molar_mass_da": 1071.14, "max_force_ev_per_a": 4.887}

(2)
{"formula": "C24H47AlBrF7N4P2S", "method": "ωB97M-V with the def2-TZVPD basis set", "species": ["C", "C", "C", "C", "C", "N", "C", "Br", "C", "C", "C", "N", "C", "C", "C", "S", "P", "C", "C", "C", "C", "N", "C", "C", "N", "C", "C", "C", "C", "F", "F", "F", "P", "C", "C", "H", "H", "H", "H", "H", "H", "H", "H", "H", "H", "H", "H", "H", "H", "H", "H", "H", "H", "H", "H", "H", "H", "H", "H", "H", "H", "H", "H", "H", "H", "H", "H", "H", "H", "H", "H", "H", "H", "H", "H", "H", "H", "H", "H", "H", "H", "H", "F", "Al", "F", "F", "F"], "coordinates": [[0.39, 0.81, 2.92], [1.95, 0.39, 2.70], [2.23, -1.09, 2.10], [1.82, -2.34, 3.13], [1.55, -1.46, 0.66], [0.06, -1.48, 0.48], [-0.68, -2.75, 0.24], [-1.43, -3.33, 2.05], [0.12, -4.04, -0.33], [-0.88, -5.38, -0.15], [-0.44, -0.19, -0.21], [-1.74, 0.32, -0.25], [-2.14, 1.57, -1.03], [-2.44, 2.88, -0.10], [-4.00, 3.37, -0.38], [-4.65, 4.33, 1.14], [-3.13, -0.44, 0.63], [-4.52, -0.90, -0.60], [-5.49, -2.12, -0.10], [-3.73, 0.63, 2.08], [-4.68, -0.31, 3.05], [0.82, 0.44, -0.86], [1.14, 1.86, -0.47], [1.18, 2.93, -1.73], [1.91, 4.10, -1.54], [1.92, -0.56, -0.69], [1.71, -1.51, -2.05], [1.90, -0.66, -3.46], [0.90, -1.32, -4.62], [1.41, -1.08, -6.01], [-0.49, -0.76, -4.55], [0.81, -2.82, -4.50], [3.75, -0.13, -0.79], [4.91, -1.62, -1.01], [4.18, 1.36, -1.88], [0.24, 1.85, 2.38], [-0.40, 0.00, 2.62], [0.21, 1.02, 4.08], [2.44, 0.41, 3.79], [2.59, 1.17, 2.08], [3.41, -1.20, 1.96], [1.78, -3.36, 2.52], [0.80, -2.09, 3.63], [2.71, -2.47, 3.91], [2.19, -2.43, 0.39], [-1.55, -2.52, -0.55], [1.06, -4.30, 0.34], [0.40, -4.03, -1.47], [-0.59, -6.19, -0.98], [-0.64, -5.91, 0.88], [-2.01, -5.11, -0.21], [-1.35, 1.76, -1.90], [-3.16, 1.33, -1.60], [-2.23, 2.74, 1.05], [-1.76, 3.77, -0.50], [-4.73, 2.45, -0.54], [-3.96, 4.06, -1.33], [-4.09, 3.67, 2.24], [-5.21, 0.00, -0.93], [-3.97, -1.27, -1.60], [-4.91, -3.03, 0.35], [-6.28, -1.65, 0.65], [-6.08, -2.50, -1.04], [-2.90, 1.22, 2.65], [-4.47, 1.45, 1.62], [-5.79, 0.03, 2.92], [-4.28, -0.24, 4.15], [-4.63, -1.43, 2.62], [0.25, 2.23, 0.24], [2.12, 2.02, 0.14], [0.56, 2.74, -2.71], [1.82, 4.70, -2.41], [0.61, -1.95, -2.11], [2.44, -2.44, -2.06], [2.99, -0.81, -3.84], [1.65, 0.47, -3.37], [5.89, -1.39, -0.37], [4.39, -2.62, -0.62], [5.27, -1.68, -2.12], [5.36, 1.40, -2.09], [3.67, 1.41, -2.93], [3.94, 2.40, -1.35], [4.24, 3.74, 1.80], [4.40, 5.51, 1.52], [2.76, 6.26, 1.47], [5.23, 5.80, -0.05], [5.36, 6.25, 2.85]], "lumo_ha": -0.0599, "e_homo_ev": -8.1, "molar_mass_da": 725.56, "max_force_ev_per_a": 6.517}

(3)
{"formula": "C24H47B3F4NO11P", "method": "ωB97M-V with the def2-TZVPD basis set", "species": ["C", "C", "P", "C", "B", "O", "B", "N", "C", "C", "C", "O", "B", "C", "F", "F", "C", "F", "F", "O", "H", "H", "H", "H", "H", "H", "H", "H", "H", "H", "H", "H", "H", "H", "H", "O", "C", "O", "C", "C", "C", "H", "H", "H", "H", "H", "H", "H", "H", "O", "C", "O", "C", "C", "C", "H", "H", "H", "H", "H", "H", "H", "H", "O", "C", "O", "C", "C", "C", "H", "H", "H", "H", "H", "H", "H", "H", "O", "C", "O", "C", "C", "C", "H", "H", "H", "H", "H", "H", "H", "H"], "coordinates": [[-4.00, -2.68, -6.08], [-3.71, -2.18, -4.68], [-2.28, -1.02, -4.64], [-0.94, -1.62, -5.77], [-1.54, -1.23, -2.89], [-2.00, -2.19, -2.02], [-0.97, -2.89, -1.44], [-1.02, -4.27, -1.22], [-1.20, -5.11, -2.14], [-0.85, -4.88, -3.56], [-1.76, -6.45, -1.83], [0.14, -2.13, -1.03], [0.48, -1.18, -1.91], [2.02, -0.95, -2.33], [2.51, -2.11, -2.79], [2.11, -0.02, -3.30], [2.90, -0.45, -1.22], [4.18, -0.59, -1.57], [2.71, -1.15, -0.10], [-0.49, -0.42, -2.49], [-3.39, -3.53, -6.30], [-3.82, -1.92, -6.82], [-5.02, -3.01, -6.13], [-3.56, -3.00, -4.01], [-4.53, -1.61, -4.30], [-0.72, -0.88, -6.50], [-0.05, -1.82, -5.21], [-1.21, -2.54, -6.24], [-0.16, -4.07, -3.69], [-0.37, -5.76, -3.94], [-1.75, -4.76, -4.14], [-1.61, -6.67, -0.80], [-2.80, -6.44, -2.09], [-1.28, -7.20, -2.43], [2.70, 0.60, -1.05], [-3.44, 1.25, 0.16], [-2.57, 1.20, 0.99], [-2.91, 1.50, 2.26], [-2.09, 1.35, 3.44], [-1.22, 2.55, 3.75], [-1.15, 0.88, 0.58], [-1.53, 0.42, 3.40], [-2.82, 1.24, 4.24], [-0.47, 2.73, 2.97], [-0.71, 2.40, 4.70], [-1.83, 3.45, 3.82], [-0.67, 1.79, 0.23], [-1.21, 0.17, -0.23], [-0.55, 0.43, 1.36], [-0.58, 2.36, 6.90], [-0.07, 1.39, 7.38], [0.99, 0.83, 6.77], [1.69, -0.27, 7.35], [1.08, -1.60, 6.95], [-0.63, 0.73, 8.63], [1.76, -0.15, 8.43], [2.71, -0.20, 6.97], [0.06, -1.70, 7.31], [1.67, -2.42, 7.36], [1.06, -1.69, 5.87], [-1.43, 0.06, 8.34], [-1.03, 1.52, 9.26], [0.11, 0.18, 9.21], [5.35, 1.47, 7.62], [5.70, 1.57, 6.48], [7.01, 1.40, 6.21], [7.54, 1.34, 4.88], [7.83, 2.72, 4.33], [4.73, 1.94, 5.38], [6.89, 0.76, 4.23], [8.47, 0.78, 4.98], [6.93, 3.31, 4.23], [8.30, 2.64, 3.35], [8.51, 3.25, 4.99], [4.62, 3.02, 5.35], [3.77, 1.50, 5.64], [5.00, 1.57, 4.39], [-2.05, 1.76, -8.61], [-2.53, 2.61, -7.92], [-1.91, 2.94, -6.77], [-2.29, 4.05, -5.96], [-3.40, 3.69, -5.00], [-3.86, 3.25, -8.26], [-2.54, 4.92, -6.57], [-1.39, 4.31, -5.40], [-4.31, 3.41, -5.53], [-3.64, 4.53, -4.34], [-3.10, 2.84, -4.39], [-4.66, 2.61, -7.89], [-3.93, 3.32, -9.34], [-3.99, 4.25, -7.85]], "lumo_ha": 0.0080, "e_homo_ev": -8.1, "molar_mass_da": 665.04, "max_force_ev_per_a": 1.446}